(1)
An isolated ion of composition C18H21N2O5 and charge -1. Source: the OMol25 dataset; level of theory: ωB97M-V/def2-TZVPD.

Positions of all 46 atoms, in Å:
C1 -3.0417 1.5630 4.6476
C2 -3.1350 2.4887 3.4391
C3 -1.7973 2.6781 2.7242
C4 -0.7687 3.4387 3.5574
C5 0.4839 3.7976 2.7579
C6 1.2325 2.5641 2.2572
C7 0.6996 2.0788 0.9098
O1 0.1324 2.8587 0.1616
C8 0.9459 0.6821 0.5784
C9 0.0893 0.0734 -0.3889
O2 -0.9309 0.5301 -0.8755
N1 0.4647 -1.2414 -0.8179
C10 1.4923 -1.9803 -0.3045
O3 1.7691 -3.1065 -0.6835
N2 2.2018 -1.3451 0.6695
C11 2.0265 -0.0321 1.1556
O4 2.8416 0.3421 1.9950
H1 2.9810 -1.8546 1.0666
C12 -0.3829 -1.8836 -1.7735
C13 -1.3970 -2.6891 -1.2712
C14 -2.2592 -3.3749 -2.1017
C15 -2.1091 -3.2553 -3.4732
C16 -1.1141 -2.4531 -3.9854
C17 -0.2340 -1.7486 -3.1569
O5 0.6880 -1.0237 -3.8435
C18 1.5566 -0.1265 -3.1863
H2 2.2664 -0.6494 -2.5398
H3 2.1048 0.3725 -3.9866
H4 1.0070 0.6194 -2.6088
H5 -0.9808 -2.3432 -5.0512
H6 -2.7703 -3.7851 -4.1446
H7 -3.0378 -3.9964 -1.6847
H8 -1.4910 -2.7692 -0.1981
H9 2.2891 2.7956 2.1028
H10 1.1921 1.7590 2.9891
H11 1.1430 4.3994 3.3910
H12 0.2003 4.3972 1.8898
H13 -1.2256 4.3613 3.9324
H14 -0.4741 2.8391 4.4229
H15 -1.9650 3.2225 1.7935
H16 -1.3969 1.7016 2.4491
H17 -3.8501 2.0671 2.7285
H18 -3.5197 3.4621 3.7580
H19 -2.6257 0.6024 4.3522
H20 -4.0278 1.3935 5.0785
H21 -2.4041 1.9909 5.4175

Computed properties:
HOMO   -4.9 eV
Total charge   -1
ΔE to the lowest compared entry with this formula, charge and spin   10.44 kJ/mol
Largest force on an atom   0.55 eV/Å
E   -32228.1872 eV
2S+1   1



(2)
C18H21N2O5SV as an isolated structure. Source: the OMol25 dataset; level of theory: ωB97M-V/def2-TZVPD.

Positions of all 48 atoms, in Å:
V1 0.2631 -0.6683 -0.5165
C1 -0.9703 -1.0141 1.4618
C2 -1.4749 0.2541 1.8982
C3 -0.6287 0.7557 2.8720
C4 0.4141 -0.1896 3.0868
C5 0.1916 -1.2761 2.2566
H1 -1.5504 -1.7896 0.9726
H2 -2.3595 0.7451 1.5166
H3 -0.7392 1.7078 3.3752
H4 1.2400 -0.0831 3.7777
H5 0.8023 -2.1649 2.1863
N1 1.2139 1.0925 0.3299
C6 1.7875 1.8959 -0.7230
C7 2.5717 3.0132 -0.4779
C8 3.0918 3.7300 -1.5526
C9 2.8221 3.3330 -2.8489
C10 2.0292 2.2012 -3.1245
C11 1.7189 1.7518 -4.4326
C12 0.9332 0.6023 -4.5683
C13 0.4667 -0.0695 -3.4658
N2 0.7437 0.3287 -2.1890
C14 1.5123 1.4660 -2.0242
H6 0.4805 1.5724 0.8535
H7 1.8903 0.7954 1.0281
H8 2.7718 3.3148 0.5432
H9 3.7100 4.6006 -1.3715
H10 3.2278 3.8926 -3.6841
H11 2.1066 2.2835 -5.2913
H12 0.6969 0.2055 -5.5474
H13 -0.0947 -0.9903 -3.5491
O1 1.0726 -4.2803 -0.5871
S1 1.0815 -3.0504 -1.3268
O2 -0.3181 -2.4140 -1.4036
O3 1.7204 -1.8986 -0.4511
O4 1.7054 -3.0752 -2.6221
C15 -3.4606 1.5623 -2.1112
C16 -3.7276 0.0715 -2.3123
C17 -2.8511 -0.5673 -1.2424
O5 -1.7802 0.3732 -1.0029
C18 -1.9771 1.5588 -1.7890
H14 -4.0347 1.9443 -1.2638
H15 -3.6936 2.1673 -2.9868
H16 -3.3993 -0.2400 -3.3057
H17 -4.7767 -0.1998 -2.2004
H18 -2.4167 -1.5187 -1.5468
H19 -3.3845 -0.7039 -0.2978
H20 -1.3695 1.5105 -2.6947
H21 -1.6488 2.4068 -1.1862

Computed properties:
HOMO (spin up / spin down)   -2.6 / -4.8 eV
Total charge   -1
ΔE to the lowest compared entry with this formula, charge and spin   24.96 kJ/mol
Expectation value of S²   3.79
Largest force on an atom   1.00 eV/Å
E   -68750.9508 eV
2S+1   4